1.
Molecular formula: C4H8Si
Method: DFT, ωB97M-V with the def2-TZVPD basis set

Spin multiplicity: 1

```
13
C4H8Si ωB97M-V with the def2-TZVPD basis set
C 2.163 -0.701 -0.294
C 0.333 1.627 0.111
C 1.009 -0.714 0.384
C -0.132 0.170 0.154
Si -1.941 -0.324 -0.087
H 2.975 -1.444 -0.195
H 2.161 -0.053 -1.182
H -0.324 2.566 -0.026
H 1.403 1.799 0.353
H 0.733 -1.477 1.086
H -1.843 -1.578 -1.051
H -2.550 0.489 -1.118
H -2.559 -0.923 1.211
```



2.
Molecular formula: C4H8Si
Method: DFT, ωB97M-V with the def2-TZVPD basis set

Spin multiplicity: 1

```
13
C4H8Si ωB97M-V with the def2-TZVPD basis set
C 1.783 0.035 -0.013
C 0.570 0.038 0.043
C 3.237 0.176 -0.070
C -2.810 -0.777 0.113
Si -1.489 0.575 -0.045
H 3.509 0.161 -1.159
H 3.578 1.132 0.329
H 3.828 -0.565 0.515
H -3.043 -1.097 -0.847
H -2.247 -1.575 0.520
H -3.697 -0.675 0.691
H -2.034 1.232 -1.277
H -1.185 1.340 1.199
```



Name the least stable of them. 1.



1.
Molecular formula: C4H11N2S
Method: DFT, ωB97M-V with the def2-TZVPD basis set

Spin multiplicity: 1
Net charge: -1

```
18
C4H11N2S ωB97M-V with the def2-TZVPD basis set
C 2.690 -0.123 1.019
N 1.974 -0.143 -0.243
C 0.549 0.273 -0.113
C -0.231 -0.681 0.801
S -2.053 -0.485 0.867
C 0.005 0.448 -1.538
N -1.147 1.323 -1.711
H 2.514 0.828 1.530
H 3.774 -0.105 0.855
H 2.431 -0.924 1.713
H 1.918 -1.111 -0.551
H 0.562 1.261 0.363
H 0.001 -1.707 0.505
H 0.137 -0.519 1.813
H 0.854 0.833 -2.116
H -0.171 -0.536 -1.987
H -0.855 2.268 -1.481
H -1.781 1.100 -0.974
```



2.
Molecular formula: C4H11N2S
Method: DFT, ωB97M-V with the def2-TZVPD basis set

Spin multiplicity: 1
Net charge: -1

```
18
C4H11N2S ωB97M-V with the def2-TZVPD basis set
C -1.219 -0.146 0.201
N -0.676 -0.869 -0.926
C 0.729 -0.589 -1.268
C 1.757 -1.405 -0.443
S 2.431 -0.432 0.984
C -0.997 1.419 0.179
N -0.563 1.937 1.506
H -2.307 -0.148 0.328
H -0.783 -0.469 1.160
H -0.811 -1.845 -0.674
H 0.939 0.417 -0.893
H 0.762 -0.491 -2.356
H 2.498 -1.836 -1.121
H 1.222 -2.199 0.069
H -1.883 1.908 -0.205
H -0.120 1.660 -0.420
H -1.274 1.649 2.170
H 0.296 1.439 1.708
```



Name the least stable of them. 2.



1.
Molecular formula: C2H4NO2
Method: DFT, ωB97M-V with the def2-TZVPD basis set

<S²>: 0.75
Spin multiplicity: 2

```
9
C2H4NO2 ωB97M-V with the def2-TZVPD basis set
C 0.743 -0.426 0.703
N -0.592 -0.394 0.080
C -0.809 0.788 -0.677
O -1.566 0.521 -1.715
O -0.397 1.878 -0.384
H 0.788 -1.216 1.440
H 1.566 -0.532 -0.005
H 0.930 0.564 1.119
H -0.661 -1.184 -0.561
```



2.
Molecular formula: C2H4NO2
Method: DFT, ωB97M-V with the def2-TZVPD basis set

<S²>: 0.79
Spin multiplicity: 2

```
9
C2H4NO2 ωB97M-V with the def2-TZVPD basis set
O 0.114 -1.843 0.004
C -0.608 -1.215 -0.850
N -1.093 0.021 -0.866
C 0.833 1.055 0.853
O 1.389 2.171 0.631
H -0.858 -1.811 -1.794
H -1.082 0.464 0.073
H 0.187 0.956 1.735
H 1.118 0.203 0.214
```



Name the least stable of them. 2.



1.
Molecular formula: C5H4N2O
Method: DFT, ωB97M-V with the def2-TZVPD basis set

Spin multiplicity: 1

```
12
C5H4N2O ωB97M-V with the def2-TZVPD basis set
C -1.686 1.025 -0.131
C -1.700 -0.381 0.342
C 0.504 -0.762 -0.583
C 1.156 0.117 0.211
C 2.562 0.401 -0.031
H -2.604 -1.022 0.323
H -1.376 -0.464 1.366
H 1.007 -1.162 -1.536
H 0.777 0.574 1.170
N -1.549 2.134 -0.517
N 3.706 0.671 -0.152
O -0.797 -1.132 -0.462
```



2.
Molecular formula: C5H4N2O
Method: DFT, ωB97M-V with the def2-TZVPD basis set

Spin multiplicity: 1

```
12
C5H4N2O ωB97M-V with the def2-TZVPD basis set
C -0.421 -0.644 -0.013
C -0.610 -0.883 1.321
C -0.118 0.383 1.939
C 0.179 0.771 -0.067
C 0.432 0.926 -1.389
H 0.886 -0.677 -2.551
H -0.661 -1.937 1.698
H -0.296 0.501 3.046
H 0.735 1.737 -1.990
N 0.071 -0.278 -2.104
N 0.177 1.367 1.256
O -0.374 -1.266 -1.146
```



3.
Molecular formula: C5H4N2O
Method: DFT, ωB97M-V with the def2-TZVPD basis set

Spin multiplicity: 1

```
12
C5H4N2O ωB97M-V with the def2-TZVPD basis set
C 1.452 -0.239 0.044
C 0.952 1.055 -0.419
C -0.361 1.213 -0.280
C -1.138 0.173 0.610
C -0.965 -1.108 0.406
H 1.799 1.696 -0.979
H -1.098 1.991 -0.821
H -1.827 0.613 1.557
H -1.734 -1.978 0.677
N -0.276 -1.724 -0.745
N 0.870 -1.035 -0.924
O 2.326 -0.657 0.873
```



Name the least stable of them. 3.



1.
Molecular formula: C8H16N2O2
Method: DFT, ωB97M-V with the def2-TZVPD basis set

Spin multiplicity: 1

```
28
C8H16N2O2 ωB97M-V with the def2-TZVPD basis set
C 0.756 0.570 0.146
C 0.014 0.330 -1.120
C -1.069 -0.865 0.595
C 0.954 -0.414 -2.166
C -0.455 1.716 -1.569
C -0.768 -2.402 0.721
C -2.339 -0.449 1.361
C 2.677 1.409 1.215
N -1.111 -0.532 -0.876
N 0.138 -0.101 1.077
O 0.452 -0.223 2.380
O 1.917 1.126 0.065
H 0.430 -0.799 -2.967
H 1.535 -1.227 -1.699
H 1.838 0.175 -2.552
H -0.784 1.597 -2.556
H 0.446 2.426 -1.498
H -1.250 2.104 -0.885
H 0.005 -2.500 0.076
H -1.586 -2.996 0.417
H -0.635 -2.609 1.706
H -2.658 -1.016 2.140
H -3.103 -0.404 0.567
H -2.113 0.562 1.788
H 2.305 1.045 2.112
H 2.688 2.471 1.410
H 3.756 1.091 1.171
H -2.041 -0.085 -1.059
```



2.
Molecular formula: C8H16N2O2
Method: DFT, ωB97M-V with the def2-TZVPD basis set

Spin multiplicity: 1

```
28
C8H16N2O2 ωB97M-V with the def2-TZVPD basis set
C -1.092 -0.293 -0.193
C -0.482 -0.543 0.964
C -2.283 -1.165 -0.514
C -0.032 0.846 -3.631
C 0.975 1.332 2.438
C 2.092 -0.515 1.898
C -0.558 0.790 -1.129
C 0.274 0.224 -2.272
N 1.157 0.372 1.335
N -0.790 -1.357 1.969
O -0.541 -0.932 3.081
O -1.195 -2.477 1.701
H -2.505 -1.150 -1.622
H -3.086 -0.752 0.068
H -2.036 -2.240 -0.327
H -0.956 0.566 -4.153
H 0.884 0.518 -4.290
H -0.076 1.923 -3.425
H 0.187 2.046 2.162
H 0.805 0.919 3.389
H 2.009 1.773 2.502
H 1.932 -1.545 1.690
H 3.018 -0.161 1.374
H 2.266 -0.358 2.964
H 0.075 1.360 -0.456
H -1.393 1.380 -1.507
H 0.142 -0.958 -2.191
H 1.210 0.396 -1.821
```



Name the least stable of them. 2.



1.
Molecular formula: C8H6O3
Method: DFT, ωB97M-V with the def2-TZVPD basis set

Spin multiplicity: 1

```
17
C8H6O3 ωB97M-V with the def2-TZVPD basis set
C 1.129 0.072 -1.214
C -0.133 0.333 -1.446
C -0.052 0.708 1.215
C -1.351 0.488 -1.114
C 2.368 -0.018 -1.290
C 1.216 0.332 1.589
C -2.688 0.501 -1.562
C 1.056 -1.157 1.826
O 3.535 -0.141 -1.406
O 2.228 0.988 1.735
O -1.113 0.683 0.689
H -2.807 0.160 -2.575
H -3.361 0.031 -0.758
H -3.010 1.574 -1.522
H 0.357 -1.200 2.686
H 2.044 -1.609 2.156
H 0.583 -1.745 0.993
```



2.
Molecular formula: C8H6O3
Method: DFT, ωB97M-V with the def2-TZVPD basis set

Spin multiplicity: 1

```
17
C8H6O3 ωB97M-V with the def2-TZVPD basis set
C -1.591 0.537 -0.139
C -2.125 -0.584 0.607
C -0.372 0.976 -0.560
C -1.506 -1.813 0.384
C 0.834 0.491 0.021
C -0.100 -1.824 -0.160
C 2.980 -0.068 0.006
C 0.923 -0.873 0.099
O 2.197 1.046 -0.020
O 0.210 -2.161 -1.286
O 2.187 -1.240 0.326
H -2.343 1.072 -0.592
H -3.243 -0.608 0.869
H -0.221 1.873 -1.109
H -2.084 -2.734 0.558
H 3.517 -0.125 -1.030
H 3.894 0.076 0.614
```



Name the least stable of them. 1.